DFT (ωB97M-V with the def2-TZVPD basis set) results for the ion C7H18ClN2 with charge +1 at a distorted geometry.

Structure (XYZ):
```
28
Properties=species:S:1:pos:R:3:mulliken_charge:R:1
C -0.206 1.219 1.298 -2.475
C -0.251 0.538 -0.033 1.954
C -0.629 1.592 -1.077 -2.057
C 0.881 -0.351 -0.528 -1.082
C 2.287 0.192 -0.312 -1.175
N 2.595 0.090 1.144 -0.180
C -1.634 -0.705 -0.038 0.837
C -1.978 -1.326 -1.418 -1.381
N -1.026 -1.702 0.810 -0.572
Cl -3.047 0.070 0.740 -0.141
H -0.205 0.663 2.195 0.500
H 0.540 1.968 1.410 0.647
H -1.234 1.779 1.481 0.400
H -0.856 1.066 -1.983 0.460
H 0.103 2.344 -1.179 0.472
H -1.419 2.061 -0.662 0.553
H 0.777 -0.485 -1.590 0.519
H 0.800 -1.414 0.048 0.264
H 2.537 1.160 -0.687 0.441
H 2.968 -0.321 -0.881 0.531
H 3.579 0.015 1.276 0.366
H 2.048 -0.642 1.549 0.344
H 2.268 0.924 1.650 0.292
H -2.604 -2.257 -1.463 0.411
H -1.131 -1.672 -2.116 0.290
H -2.618 -0.608 -2.070 0.329
H -1.269 -1.558 1.810 0.226
H -1.277 -2.640 0.627 0.226
```

Its SMILES is CC(C)(CC[NH3+])[C@@](C)(N)Cl. Its multiplicity is 1. As for the total charge: +1. The calculation puts the total energy at -23045.5356 eV. The LUMO energy is -3.361 eV. The energy relative to the best compared isomer or geometry (same formula, charge and spin) is 83.3 kJ/mol. The maximum force is 3.6 eV/Å. Its HOMO energy is -12.6 eV. As for the HOMO-LUMO gap: 9.3 eV.



DFT (ωB97M-V with the def2-TZVPD basis set) results for a cluster of 2 separate species, C7H18F3IO4PS in total at a distorted geometry.

Structure (XYZ):
```
35
Properties=species:S:1:pos:R:3:mulliken_charge:R:1
C -1.697 -0.075 0.277 -1.112
C -0.489 0.770 -0.124 -0.189
O -0.373 1.826 0.784 -0.462
P 1.120 2.693 0.800 0.210
O 1.005 2.978 -0.901 -0.538
I 3.258 4.201 0.757 -0.405
C 1.246 2.501 2.700 -1.206
C 2.182 1.435 3.271 -0.048
O 3.542 1.678 3.076 -0.562
C 1.849 -0.003 2.871 0.868
F 0.588 -0.219 2.666 -0.255
F 2.196 -0.823 3.894 -0.360
F 2.540 -0.442 1.858 -0.282
H -1.770 -0.971 -0.328 0.237
H -2.579 0.513 0.047 0.298
H -1.727 -0.259 1.343 0.344
H 0.376 0.109 -0.119 0.220
H -0.703 1.117 -1.126 0.380
H 1.909 1.529 0.555 0.011
H 0.391 3.905 1.009 -0.159
H 1.878 3.049 -1.303 0.298
H 1.613 3.440 3.092 0.499
H 0.270 2.370 3.141 0.463
H 2.045 1.438 4.342 0.412
H 3.770 1.603 2.139 0.362
C -1.223 -4.093 -2.877 -0.933
S -1.928 -2.473 -3.212 0.540
O -2.647 -2.049 -1.988 -0.583
C -3.167 -3.052 -4.383 -0.998
H -0.445 -3.970 -2.127 0.314
H -1.998 -4.759 -2.496 0.295
H -0.789 -4.497 -3.792 0.355
H -3.811 -3.788 -3.902 0.297
H -2.672 -3.488 -5.251 0.372
H -3.760 -2.194 -4.695 0.319
```

Its multiplicity is 1. As for the total charge: -1. The calculation puts the total energy at -52119.2737 eV. The LUMO energy is 2.199 eV. The maximum force is 2.9 eV/Å. Its HOMO energy is -4.7 eV. As for the HOMO-LUMO gap: 6.9 eV.



DFT (ωB97M-V with the def2-TZVPD basis set) results for the ion C7H18IN2 with charge +1 at a distorted geometry.

Structure (XYZ):
```
28
Properties=species:S:1:pos:R:3:mulliken_charge:R:1
C -1.130 1.676 -0.716 -0.889
N 0.302 1.496 -0.439 0.024
C 0.818 2.716 0.189 -0.941
C 0.598 0.098 0.461 -0.409
N 0.224 0.408 1.736 -0.317
I 2.888 0.029 0.158 0.216
C -0.035 -1.199 -0.084 1.482
C -1.552 -1.276 0.180 -1.623
C 0.226 -1.404 -1.577 -1.743
C 0.585 -2.380 0.691 -1.593
H -1.691 1.581 0.212 0.365
H -1.309 2.667 -1.131 0.408
H -1.485 0.943 -1.434 0.261
H 0.808 1.336 -1.315 0.486
H 0.225 2.954 1.070 0.442
H 1.866 2.616 0.461 0.281
H 0.731 3.541 -0.518 0.375
H 0.799 1.053 2.258 0.294
H -0.095 -0.363 2.302 0.203
H -2.139 -0.752 -0.563 0.350
H -1.847 -2.321 0.132 0.497
H -1.820 -0.904 1.164 0.395
H -0.204 -0.616 -2.190 0.358
H 1.288 -1.480 -1.796 0.352
H -0.236 -2.339 -1.884 0.488
H 1.669 -2.391 0.649 0.370
H 0.280 -2.381 1.736 0.378
H 0.237 -3.308 0.249 0.493
```

Its SMILES is C[NH+](C)[C@](N)(I)C(C)(C)C. Its multiplicity is 1. As for the total charge: +1. The calculation puts the total energy at -18625.4004 eV. The LUMO energy is -3.591 eV. The energy relative to the best compared isomer or geometry (same formula, charge and spin) is 0.0 kJ/mol. The maximum force is 1.7 eV/Å. Its HOMO energy is -13.3 eV. As for the HOMO-LUMO gap: 9.7 eV.



DFT (ωB97M-V with the def2-TZVPD basis set) results for a cluster of 2 separate species, C7H18IN2O2P2 in total at a distorted geometry.

Structure (XYZ):
```
32
Properties=species:S:1:pos:R:3:mulliken_charge:R:1
N 1.669 3.924 3.634 -0.661
P 1.992 3.522 2.065 0.184
C 0.702 2.197 1.586 -0.103
C 0.772 1.462 0.122 -0.242
N 0.893 0.080 0.204 0.138
C 0.957 -0.244 1.708 -0.380
P 0.642 -2.051 2.253 0.207
O 1.299 -3.061 0.963 -0.481
I 2.031 -2.445 4.243 0.011
C 0.363 0.983 2.676 -0.564
H 2.507 3.717 4.230 0.233
H 1.806 4.731 1.298 0.155
H 3.363 3.058 2.056 0.138
H -0.306 2.819 1.501 0.356
H 0.696 2.078 -0.877 0.398
H 0.939 -0.645 -0.550 0.341
H 2.125 -0.117 1.919 0.312
H 2.226 -2.686 0.829 0.339
H -0.778 0.916 2.986 0.322
H 1.040 1.030 3.640 0.325
C -2.623 -0.457 -3.358 -1.249
C -1.554 -1.531 -3.239 0.289
C -2.172 -2.912 -3.085 -1.241
O -0.730 -1.254 -2.110 -0.486
H -3.251 -0.427 -2.460 0.337
H -2.165 0.533 -3.455 0.303
H -3.265 -0.632 -4.226 0.394
H -0.912 -1.512 -4.126 0.249
H -2.783 -2.969 -2.178 0.340
H -1.391 -3.674 -2.989 0.322
H -2.800 -3.162 -3.946 0.386
H -1.291 -1.270 -1.317 0.328
```

Its multiplicity is 1. As for the total charge: +1. The calculation puts the total energy at -41293.6846 eV. The LUMO energy is -5.276 eV. The energy relative to the best compared isomer or geometry (same formula, charge and spin) is 225.8 kJ/mol. The maximum force is 5.7 eV/Å. Its HOMO energy is -11.9 eV. As for the HOMO-LUMO gap: 6.7 eV.



Which of these has the highest HOMO-LUMO gap? C7H18IN2